Computed, not measured: a single C12H16N2O4 molecule at a distorted geometry, with wB97M-V/def2-TZVPD.

For the total energy, the calculation gives -877.2531 hartree. Its spin multiplicity is 1. For the HOMO-LUMO gap, the calculation gives 8.98 eV. For the max |F|, the calculation gives 0.1119 hartree/bohr.

Geometry as XYZ:
```
34
C12H16N2O4 | OMol25 | wB97M-V/def2-TZVPD
C -3.618 0.113 -0.346
C -3.000 -0.899 -1.052
H 0.763 -0.738 -1.058
C -1.967 -0.165 1.442
O 3.460 -1.755 0.043
H 0.097 -2.594 1.204
C 2.509 -1.043 -0.017
H -4.981 1.264 0.108
C -1.234 -1.008 0.576
H 3.451 2.620 -0.810
H 2.008 3.694 -0.070
O 0.815 1.686 -1.834
N 2.774 0.309 0.064
H -1.775 0.041 2.528
H -3.446 -1.080 -1.940
H 1.013 -3.053 -1.661
H -3.248 1.434 1.266
H -1.298 -2.235 -1.207
H 3.692 0.457 0.429
C -1.771 -1.432 -0.584
H 2.223 -3.109 -0.723
O -0.398 1.615 0.088
C 0.708 1.663 -0.585
H 0.365 -1.061 1.843
C 1.961 1.525 0.324
H 3.456 2.927 0.924
H -1.334 1.525 -0.381
C 2.724 2.783 0.026
C 0.125 -1.544 0.975
C 1.153 -1.551 -0.401
H 1.337 1.541 1.267
N 1.281 -2.956 -0.742
O -4.834 0.571 -0.597
C -3.010 0.454 0.903
```